(1)
Computed, not measured: a cluster of 20 separate species, C75H200N10O30 in total in a non-equilibrium geometry, with ωB97M-V/def2-TZVPD.

ORCA input file:
```
! RIJCOSX wB97M-V def2-TZVPD def2/J DEFGRID3
* xyz 0 1
C -2.049 4.829 3.781
O -1.832 3.796 4.755
C -2.386 2.534 4.402
C -2.599 1.608 5.622
N -3.872 1.702 6.239
C -4.275 3.020 6.655
C -3.477 3.704 7.798
O -3.966 5.050 7.984
C -3.171 5.772 8.864
H -3.026 4.808 3.255
H -1.207 4.878 3.060
H -1.987 5.755 4.354
H -1.689 1.959 3.724
H -3.330 2.695 3.858
H -1.799 1.836 6.346
H -2.437 0.617 5.317
H -4.118 0.959 6.911
H -5.342 3.054 6.807
H -4.121 3.753 5.845
H -2.425 3.729 7.463
H -3.448 3.205 8.750
H -2.157 6.026 8.439
H -3.042 5.293 9.841
H -3.676 6.720 9.030
C 3.389 -0.584 0.900
O 3.245 -1.863 1.302
C 2.932 -1.992 2.686
C 2.813 -3.418 3.114
N 4.156 -3.997 3.038
C 4.170 -5.369 3.329
C 5.600 -5.838 3.525
O 6.234 -5.456 2.319
C 7.625 -5.213 2.510
H 3.975 0.023 1.586
H 2.403 -0.048 0.820
H 3.928 -0.510 -0.059
H 1.983 -1.439 2.903
H 3.704 -1.558 3.290
H 2.095 -3.998 2.564
H 2.415 -3.366 4.155
H 4.547 -3.719 2.131
H 3.734 -5.957 2.528
H 3.635 -5.597 4.282
H 5.676 -6.878 3.642
H 6.087 -5.224 4.293
H 8.121 -5.007 1.570
H 8.155 -6.024 3.021
H 7.716 -4.336 3.176
C -3.995 -2.310 8.000
O -4.956 -1.331 7.575
C -6.175 -1.943 7.558
C -7.223 -0.940 7.149
N -6.924 -0.332 5.828
C -8.022 0.389 5.245
C -7.589 1.113 4.021
O -6.588 2.061 4.285
C -6.333 2.870 3.146
H -3.092 -1.745 8.176
H -3.866 -3.095 7.251
H -4.318 -2.713 9.025
H -6.512 -2.347 8.504
H -6.243 -2.681 6.749
H -7.514 -0.164 7.905
H -8.141 -1.528 6.935
H -6.170 0.330 5.878
H -8.419 1.132 5.938
H -8.910 -0.276 4.926
H -8.429 1.657 3.533
H -7.280 0.291 3.318
H -5.613 3.582 3.532
H -7.330 3.355 2.810
H -5.871 2.390 2.294
C -4.553 -1.282 2.962
O -3.594 -1.826 2.119
C -2.282 -1.212 2.169
C -1.243 -1.962 2.917
N -1.582 -2.166 4.259
C -0.476 -2.774 5.038
C -0.451 -4.279 5.147
O -1.710 -4.805 5.305
C -1.646 -6.237 5.444
H -4.172 -1.050 4.002
H -5.371 -1.952 3.049
H -4.852 -0.313 2.562
H -2.463 -0.201 2.682
H -2.066 -1.135 1.142
H -0.322 -1.445 2.757
H -1.152 -2.913 2.396
H -2.339 -2.799 4.345
H -0.481 -2.406 6.080
H 0.451 -2.551 4.536
H 0.290 -4.451 5.933
H -0.032 -4.706 4.211
H -1.027 -6.575 6.262
H -1.267 -6.744 4.539
H -2.689 -6.486 5.644
C -4.227 5.970 -0.788
O -3.527 6.561 0.359
C -2.171 6.784 0.231
C -1.230 5.622 0.151
N 0.154 6.082 -0.012
C 0.800 6.653 1.187
C 2.189 7.020 0.846
O 2.194 7.945 -0.232
C 3.509 8.210 -0.704
H -5.286 5.914 -0.474
H -3.897 4.981 -1.070
H -4.071 6.641 -1.636
H -1.841 7.344 1.127
H -1.999 7.515 -0.569
H -1.412 5.000 -0.719
H -1.296 5.040 1.079
H 0.291 6.620 -0.821
H 0.840 5.835 1.910
H 0.288 7.531 1.748
H 2.847 6.146 0.642
H 2.654 7.444 1.736
H 4.040 7.240 -0.730
H 4.015 9.038 -0.136
H 3.337 8.599 -1.716
C 0.760 -2.112 -4.208
O 1.478 -2.069 -2.985
C 1.921 -0.750 -2.577
C 0.890 0.446 -2.810
N -0.307 0.307 -2.023
C -0.269 0.830 -0.652
C -1.528 1.511 -0.207
O -2.634 0.744 -0.565
C -3.885 1.280 -0.111
H 1.238 -1.532 -5.052
H -0.229 -1.686 -3.957
H 0.654 -3.173 -4.554
H 2.933 -0.472 -2.995
H 2.091 -0.871 -1.484
H 0.613 0.494 -3.836
H 1.447 1.313 -2.477
H -1.081 0.681 -2.563
H 0.535 1.575 -0.456
H 0.010 0.018 0.041
H -1.622 2.426 -0.806
H -1.532 1.710 0.872
H -4.085 2.127 -0.732
H -3.867 1.531 0.953
H -4.655 0.577 -0.392
C 4.262 4.813 -3.020
O 2.904 4.719 -2.881
C 2.279 4.175 -3.993
C 0.738 4.134 -3.870
N 0.033 5.290 -3.322
C 0.234 6.507 -4.106
C -0.370 7.751 -3.612
O 0.361 8.227 -2.482
C -0.063 9.556 -2.095
H 4.760 3.881 -3.319
H 4.663 5.050 -2.062
H 4.487 5.655 -3.675
H 2.480 3.146 -4.216
H 2.596 4.705 -4.895
H 0.499 3.277 -3.269
H 0.400 3.966 -4.876
H 0.371 5.445 -2.393
H -0.225 6.437 -5.077
H 1.299 6.687 -4.357
H -1.447 7.648 -3.402
H -0.245 8.532 -4.349
H 0.534 9.888 -1.251
H -1.104 9.433 -1.741
H 0.011 10.257 -2.941
C -2.192 -4.105 -7.677
O -1.286 -4.531 -6.684
C -1.883 -5.293 -5.596
C -0.856 -5.913 -4.727
N -0.075 -7.003 -5.355
C -0.879 -8.301 -5.394
C -1.011 -9.049 -4.085
O -1.910 -8.304 -3.229
C -2.168 -8.982 -2.020
H -1.613 -3.485 -8.333
H -2.935 -3.479 -7.272
H -2.619 -4.840 -8.324
H -2.641 -6.015 -5.869
H -2.513 -4.697 -4.931
H -1.385 -6.153 -3.813
H -0.052 -5.152 -4.580
H 0.864 -7.096 -4.878
H -0.390 -8.950 -6.106
H -1.828 -7.921 -5.775
H 0.000 -9.004 -3.637
H -1.373 -10.094 -4.224
H -1.277 -9.049 -1.437
H -2.608 -9.963 -2.189
H -2.953 -8.416 -1.543
C 1.186 2.369 2.487
O 2.326 2.631 3.288
C 1.934 3.052 4.599
C 3.205 3.539 5.254
N 3.600 4.843 4.759
C 4.486 4.869 3.588
C 4.963 6.255 3.253
O 5.506 6.254 1.902
C 6.198 7.488 1.725
H 0.665 1.480 2.828
H 1.479 2.228 1.450
H 0.569 3.248 2.581
H 1.466 2.253 5.208
H 1.285 3.937 4.597
H 3.977 2.741 5.147
H 3.065 3.604 6.385
H 4.200 5.260 5.497
H 3.928 4.491 2.727
H 5.350 4.165 3.761
H 5.803 6.550 3.859
H 4.115 6.927 3.311
H 6.795 7.408 0.810
H 6.870 7.733 2.603
H 5.562 8.386 1.682
C 10.801 -2.460 -7.293
O 10.434 -3.589 -6.500
C 10.374 -3.307 -5.098
C 9.060 -2.544 -4.745
N 7.907 -3.341 -5.176
C 6.719 -2.528 -5.491
C 6.026 -2.042 -4.173
O 6.822 -1.021 -3.588
C 6.310 -0.547 -2.342
H 10.091 -1.657 -7.251
H 10.835 -2.751 -8.377
H 11.834 -2.153 -7.008
H 11.279 -2.721 -4.744
H 10.442 -4.315 -4.682
H 9.087 -1.601 -5.342
H 9.008 -2.292 -3.685
H 8.150 -3.764 -6.072
H 6.037 -3.107 -6.065
H 6.973 -1.616 -6.049
H 5.831 -2.822 -3.437
H 5.051 -1.553 -4.444
H 7.126 -0.211 -1.799
H 5.961 -1.453 -1.805
H 5.503 0.183 -2.507
O -3.953 -2.424 -0.553
H -4.013 -2.138 0.378
H -4.634 -3.103 -0.683
O 0.707 -2.913 -0.185
H 1.554 -3.225 -0.530
H 0.107 -2.823 -0.967
O -2.658 3.733 -3.488
H -3.388 4.299 -3.692
H -1.884 4.308 -3.418
O 1.615 3.637 -0.692
H 2.127 3.917 -1.483
H 1.092 4.391 -0.451
O -1.384 -2.304 -1.768
H -1.103 -1.383 -1.842
H -2.315 -2.368 -1.402
C -2.187 -5.248 1.423
C -0.913 -5.981 1.128
C -0.833 -6.306 -0.375
O 0.266 -5.302 1.635
H -2.301 -4.343 0.771
H -2.203 -4.951 2.467
H -3.106 -5.814 1.377
H -0.896 -6.932 1.699
H -0.806 -5.397 -1.012
H -1.714 -6.930 -0.639
H -0.008 -6.940 -0.671
H 0.391 -4.451 1.142
C -2.796 -1.289 -5.116
C -3.279 0.104 -4.747
C -4.198 0.061 -3.531
O -2.273 0.986 -4.371
H -2.200 -1.217 -6.078
H -3.600 -1.991 -5.238
H -2.208 -1.761 -4.331
H -3.857 0.407 -5.611
H -4.435 1.064 -3.156
H -3.684 -0.452 -2.729
H -5.130 -0.485 -3.772
H -2.488 1.927 -4.519
C -9.003 0.681 0.331
C -7.707 0.241 -0.226
C -7.578 -1.263 -0.444
O -7.677 0.963 -1.494
H -8.963 0.614 1.420
H -9.748 -0.016 0.009
H -9.171 1.732 0.066
H -6.877 0.584 0.386
H -8.495 -1.656 -0.912
H -7.418 -1.651 0.564
H -6.700 -1.502 -1.020
H -6.919 0.607 -1.962
C 4.667 -3.992 -0.744
C 3.707 -5.147 -0.480
C 2.973 -5.563 -1.724
O 4.377 -6.343 0.003
H 5.225 -4.241 -1.661
H 5.405 -3.843 0.017
H 4.099 -3.077 -0.936
H 2.946 -4.906 0.301
H 2.318 -4.677 -2.042
H 2.441 -6.442 -1.498
H 3.701 -5.733 -2.504
H 4.977 -6.094 0.746
C 2.848 -0.301 -6.874
C 1.880 -0.620 -7.948
C 0.432 -0.199 -7.800
O 2.344 0.107 -9.104
H 2.912 0.733 -6.616
H 3.824 -0.607 -7.242
H 2.632 -0.830 -5.954
H 1.882 -1.719 -8.140
H -0.106 -0.652 -8.612
H 0.380 0.856 -7.791
H -0.069 -0.527 -6.827
H 1.534 0.179 -9.642
*
```

As for the calculated total energy: -5781.74774 hartree. The frontier orbital gap comes out at 8.44 eV.

***

(2)
Computed, not measured: a structure of composition C21H30AuBrN3OP2, with ωB97M-V/def2-TZVPD.

ORCA input file:
```
! RIJCOSX wB97M-V def2-TZVPD def2/J DEFGRID3
* xyz 3 1
Au -0.003 0.438 -1.558
O 5.787 2.624 -1.716
C 4.639 1.990 -1.681
C 4.495 0.595 -1.647
C 3.235 0.053 -1.607
N 2.120 0.807 -1.602
C 2.291 2.134 -1.637
Br 0.615 3.056 -1.646
C 3.480 2.791 -1.676
H 6.561 2.041 -1.724
H 5.359 -0.055 -1.651
H 3.102 -1.019 -1.578
H 3.554 3.869 -1.709
C -3.033 1.199 -0.377
P -2.301 0.422 -1.817
C -2.717 1.386 -3.275
C -2.873 -1.263 -2.009
C -4.226 -1.576 -2.086
C -4.606 -2.896 -2.289
C -3.648 -3.895 -2.420
C -2.296 -3.589 -2.341
C -1.913 -2.268 -2.132
P -0.187 -1.820 -1.992
C 0.708 -2.266 -3.482
C 0.548 -2.625 -0.564
H -4.112 1.278 -0.538
H -2.628 2.201 -0.239
H -2.832 0.599 0.508
H -3.804 1.356 -3.396
H -2.254 0.961 -4.165
H -2.408 2.424 -3.154
H -4.987 -0.810 -1.991
H -5.656 -3.147 -2.348
H -3.956 -4.919 -2.579
H -1.564 -4.383 -2.437
H 0.688 -3.357 -3.569
H 1.746 -1.939 -3.434
H 0.223 -1.834 -4.356
H 0.408 -3.704 -0.677
H 0.048 -2.284 0.342
H 1.614 -2.416 -0.495
N -0.011 0.665 0.901
C -0.027 0.978 2.025
N -0.062 1.313 3.272
C -0.677 0.429 4.293
C 0.398 -0.137 5.207
C 1.244 0.984 5.808
C 1.858 1.856 4.716
C 0.785 2.415 3.796
H -1.246 -0.344 3.779
H -1.380 1.049 4.855
H 1.034 -0.822 4.638
H -0.082 -0.724 5.990
H 2.029 0.564 6.435
H 0.619 1.602 6.460
H 2.576 1.275 4.129
H 2.407 2.691 5.154
H 1.198 2.960 2.949
H 0.116 3.088 4.336
*
```

As for the calculated total energy: -4449.21718 hartree. The frontier orbital gap comes out at 5.98 eV.

***

(3)
Computed, not measured: a structure of composition C43H43I2N7OSbTi in a non-equilibrium geometry, with ωB97M-V/def2-TZVPD.

ORCA input file:
```
! RIJCOSX wB97M-V def2-TZVPD def2/J DEFGRID3
* xyz -1 1
Ti -0.694 0.089 -0.545
I -6.287 -1.121 4.788
C -4.689 -1.008 3.447
C -3.618 -1.872 3.581
C -2.584 -1.787 2.658
I -0.924 -3.037 2.857
C -2.601 -0.885 1.597
O -1.602 -0.864 0.716
C -3.687 -0.007 1.496
C -3.752 1.007 0.377
N -2.511 1.779 0.176
C -2.363 2.888 1.117
C -1.791 2.482 2.459
C -2.019 3.280 3.579
C -1.478 2.899 4.790
C -0.714 1.743 4.847
C -0.516 1.035 3.675
N -1.044 1.391 2.508
C -4.718 -0.077 2.419
H -3.570 -2.589 4.388
H -4.595 1.678 0.576
H -3.965 0.489 -0.553
H -2.532 2.163 -0.761
H -3.329 3.377 1.289
H -1.689 3.620 0.668
H -2.618 4.180 3.491
H -1.646 3.496 5.678
H -0.279 1.399 5.776
H 0.098 0.139 3.663
H -5.548 0.615 2.335
C 0.350 -5.087 -2.708
C 1.299 -4.261 -3.296
C 1.307 -2.895 -3.051
C 0.349 -2.308 -2.215
C -0.575 -3.158 -1.598
C -0.577 -4.521 -1.842
N 0.351 -0.939 -1.899
C 0.770 0.048 -2.820
C 0.917 -0.110 -4.198
C 1.322 0.939 -5.012
C 1.571 2.187 -4.457
C 1.342 2.399 -3.106
C 0.895 1.360 -2.286
N 0.520 1.550 -0.955
N 0.598 2.887 -0.515
C 1.144 3.065 0.677
C 0.967 4.364 1.269
C 1.512 4.643 2.487
C 2.254 3.660 3.168
C 2.384 2.440 2.540
N 1.862 2.110 1.353
H 0.343 -6.151 -2.909
H 2.057 -4.683 -3.944
H 2.089 -2.281 -3.477
H -1.281 -2.742 -0.892
H -1.301 -5.148 -1.335
H 0.682 -1.065 -4.649
H 1.426 0.778 -6.079
H 1.917 3.003 -5.081
H 1.468 3.370 -2.649
H 0.395 5.102 0.718
H 1.368 5.623 2.933
H 2.708 3.844 4.134
H 2.957 1.655 3.028
C 3.551 -3.643 -0.082
C 2.329 -3.113 0.671
Sb 2.040 -0.943 0.856
C 3.493 -0.345 -0.612
C 4.957 -0.358 -0.171
C 3.268 -0.735 2.648
C 4.091 -1.940 3.108
H 3.509 -4.735 -0.172
H 4.487 -3.396 0.420
H 3.598 -3.245 -1.097
H 2.313 -3.502 1.693
H 1.421 -3.476 0.189
H 3.194 0.654 -0.929
H 3.329 -1.012 -1.462
H 5.158 0.430 0.559
H 5.619 -0.186 -1.026
H 5.248 -1.308 0.280
H 2.570 -0.452 3.442
H 3.909 0.132 2.474
H 3.452 -2.782 3.382
H 4.684 -1.686 3.993
H 4.783 -2.289 2.341
N -5.244 0.150 -6.532
C -4.577 0.149 -5.596
C -3.739 0.149 -4.414
C -2.919 1.236 -4.135
C -2.108 1.216 -3.008
C -2.085 0.134 -2.116
C -2.940 -0.933 -2.423
C -3.749 -0.941 -3.547
H -2.916 2.089 -4.802
H -1.468 2.076 -2.835
H -2.991 -1.791 -1.764
H -4.395 -1.784 -3.757
*
```

As for the calculated total energy: -3808.10563 hartree. The frontier orbital gap comes out at 5.49 eV. As for the energy above the lowest of the compared OMol25 structures with the same formula, charge and spin: 47.04 kcal/mol.

***

(4)
Computed, not measured: an isolated molecule of C11H12O5 in a non-equilibrium geometry, with ωB97M-V/def2-TZVPD.

ORCA input file:
```
! RIJCOSX wB97M-V def2-TZVPD def2/J DEFGRID3
* xyz 0 1
O 0.433 0.300 2.219
C 0.012 0.487 1.090
C -0.899 1.735 0.870
C -1.035 2.086 -0.641
C -1.908 3.336 -0.764
O -1.498 4.265 -1.403
O -3.130 3.267 -0.242
C 0.377 2.128 -1.287
C 1.009 0.765 -1.120
O 1.938 0.516 -1.888
C 0.654 -0.152 -0.037
C 0.929 -1.525 -0.079
O 1.532 -2.022 -1.166
C 0.524 -2.545 0.979
C 1.513 -3.691 1.236
C 0.192 -3.967 0.536
H -1.889 1.490 1.336
H -0.516 2.615 1.407
H -1.583 1.233 -1.118
H -3.550 4.127 -0.457
H 0.327 2.396 -2.359
H 1.017 2.895 -0.816
H 1.867 -1.234 -1.641
H -0.007 -2.129 1.865
H 1.631 -3.973 2.303
H 2.469 -3.691 0.652
H 0.212 -4.228 -0.533
H -0.618 -4.485 1.060
*
```

As for the calculated total energy: -802.54743 hartree. The frontier orbital gap comes out at 9.22 eV. As for the structure (SMILES): O=C1CC(C(=O)O)CC(=O)C1=C(O)C1CC1. As for the energy above the lowest of the compared OMol25 structures with the same formula, charge and spin: 5.19 kcal/mol.